No. 1
Molecular formula: C16H28AsF12N7O5Se2W
Method: DFT, wB97M-V/def2-TZVPD

Computed properties:
**Frontier orbital gap (alpha / beta)**: 5.402 / 5.408 eV
**HOMO level (alpha / beta)**: -10.37 / -10.36 eV
**Multiplicity**: 2
**Charge**: +1

```
72
Properties=species:S:1:pos:R:3:forces:R:3
W -0.65397 -0.00515 -0.63046 0.0 -0.1 -0.5
N 2.69722 -0.70723 0.81067 0.0 0.1 0.1
N 2.25688 -1.03326 2.09004 0.1 -0.1 0.0
C 0.99379 -0.82671 2.46616 0.1 0.1 0.2
N 0.73042 -0.97308 3.77380 0.0 0.0 -0.1
N 0.05595 -0.44219 1.60064 -0.4 -0.1 -0.4
N -1.02405 0.15142 2.23171 -0.3 0.4 0.2
O -1.81142 -0.40363 3.01471 0.0 -0.3 -0.1
O -1.59724 1.03069 1.29240 1.1 -0.4 -0.2
H 3.48030 -1.29817 0.57003 -0.1 0.0 0.0
H 2.96252 0.27168 0.76886 0.0 0.0 0.0
H 2.92560 -1.27168 2.80631 0.0 0.0 0.0
H 1.46898 -1.15511 4.42858 0.0 0.1 0.0
H -0.21903 -0.89563 4.10243 0.0 0.0 0.0
O -0.12845 1.77574 -2.55660 0.1 0.1 -0.1
C -0.73020 2.63003 -3.51200 0.0 -0.1 0.1
C -2.11240 2.08559 -3.82973 0.0 0.1 -0.2
C -2.62008 2.91390 -5.03569 -0.1 0.0 0.0
O -3.92168 2.56572 -5.45815 0.0 -0.1 0.1
C -3.09666 2.30904 -2.70043 0.1 0.3 0.1
Se -2.96692 1.16559 -1.15159 0.0 -0.7 0.0
C -2.06282 0.61848 -4.21040 -0.2 0.0 0.1
Se -1.71451 -0.71886 -2.82439 0.1 0.2 0.9
H 0.74440 2.09321 -2.29434 -0.1 0.0 0.2
H -0.11782 2.64056 -4.42040 0.0 0.0 0.0
H -0.81351 3.65119 -3.12750 0.0 0.0 0.0
H -1.89986 2.84520 -5.85652 0.0 0.0 0.0
H -2.67321 3.95923 -4.72614 0.0 0.0 0.0
H -3.88454 1.80223 -6.04157 0.0 0.1 -0.1
H -4.11306 2.13886 -3.05184 0.0 0.1 0.0
H -3.01626 3.32902 -2.32074 0.0 0.0 0.0
H -1.27972 0.42820 -4.94820 0.0 0.0 0.0
H -3.02779 0.29097 -4.59845 0.0 0.1 -0.2
F 1.01617 0.84956 -0.66437 0.4 0.0 -0.1
As -0.86855 2.83066 1.62227 0.7 1.0 -0.4
F 0.72606 2.16438 1.72224 0.0 -0.2 0.2
F -1.04594 2.60446 3.30237 -0.4 -0.1 0.0
F -0.22413 4.40153 1.75116 -0.1 0.1 0.1
F -2.45036 3.43066 1.37378 -0.3 -0.3 0.3
F -0.67191 2.80976 -0.11544 0.0 0.1 -0.2
N -2.04222 -1.29474 0.07290 -0.8 -0.2 0.9
C -2.92718 -1.65374 0.75479 -0.1 -0.6 -0.7
N -3.94809 -2.23576 1.26920 0.1 0.1 0.3
C -4.69754 -3.24543 0.48016 0.0 0.1 0.0
C -6.09193 -2.71697 0.17806 0.0 0.0 0.0
C -6.80481 -2.26700 1.45429 0.1 0.0 0.0
C -5.96403 -1.23817 2.20919 0.0 -0.1 -0.1
C -4.59402 -1.80922 2.53583 0.0 0.0 -0.1
H -4.74314 -4.14850 1.09235 0.0 0.0 0.0
H -4.13217 -3.46257 -0.42382 0.0 0.0 0.0
H -6.65604 -3.50478 -0.32357 0.0 0.0 0.0
H -6.00972 -1.87485 -0.51536 0.0 0.0 0.0
H -6.98560 -3.13391 2.09755 0.0 0.0 0.0
H -7.77630 -1.84381 1.20079 0.0 0.0 0.0
H -6.45141 -0.93158 3.13495 0.0 0.0 0.0
H -5.83406 -0.34503 1.59076 0.0 0.0 0.1
H -4.68452 -2.70268 3.15766 0.0 0.0 0.0
H -3.94605 -1.09958 3.03724 0.0 0.0 0.0
C 0.36955 -3.32408 -2.69334 -0.1 0.1 0.0
C 1.15000 -2.47894 -1.68571 0.1 -0.1 0.1
O 0.33930 -1.59035 -0.99646 -0.1 0.4 0.0
C 1.77488 -3.45340 -0.60035 -0.1 -0.1 -0.2
F 1.48080 -4.73119 -0.87908 0.1 0.0 0.0
F 1.28230 -3.20603 0.61208 0.0 0.0 0.0
F 3.11098 -3.37870 -0.52806 0.0 0.0 0.0
C 2.23612 -1.69028 -2.48984 0.0 -0.1 0.0
F 3.24902 -1.20094 -1.77957 0.0 0.1 0.0
F 1.64888 -0.65107 -3.09978 -0.1 0.0 -0.1
F 2.75542 -2.47876 -3.44170 0.1 0.0 0.1
H -0.50014 -3.75231 -2.19800 0.0 0.0 0.0
H 0.98289 -4.12737 -3.08918 0.0 0.0 0.0
H 0.04043 -2.69721 -3.51756 0.0 0.0 0.0
```
Forces are in eV/Å.

=====

No. 2
Molecular formula: C16H28BBeBrCaF7N3O10S2
Method: DFT, wB97M-V/def2-TZVPD

Computed properties:
**Frontier orbital gap**: 1.366 eV
**HOMO level**: -7.83 eV
**Charge**: 0

```
70
Properties=species:S:1:pos:R:3:forces:R:3
C -1.90531 0.65440 1.19729 0.3 -0.2 -0.1
C -3.46327 0.79099 1.13362 1.2 0.2 -1.0
S -4.29045 -0.65438 0.35803 0.3 0.1 0.5
C -3.44730 -0.75611 -1.28131 -0.2 0.9 0.0
N -3.96985 -1.94685 -1.97939 1.8 -0.2 1.4
S -4.29363 -3.26527 -0.90621 -1.1 -1.1 -0.9
C -3.13320 -2.33431 -3.06216 -0.6 0.3 1.3
O -3.51265 -2.28583 -4.14326 -0.8 -0.1 -3.5
O -1.82137 -2.80724 -2.81480 1.1 -0.2 2.5
C -0.87995 -1.81770 -2.88183 -0.4 -0.7 -0.3
O -0.91570 -1.05095 -3.74546 0.2 2.6 -2.0
N 0.14602 -1.64762 -1.86655 -2.3 -3.4 0.2
C 0.29808 -2.73460 -1.03150 0.5 1.2 2.0
O 0.66063 -2.50424 0.11607 -0.1 -1.6 -0.9
F 0.10692 -4.05619 -1.39161 0.5 2.3 -0.1
H -1.56621 1.11786 2.13582 0.0 -0.2 -0.5
H -1.41507 1.19972 0.36132 -0.4 -0.2 0.5
H -1.52960 -0.38883 1.18710 -0.6 0.3 0.1
H -3.83977 0.92360 2.16154 -0.3 -0.2 -0.7
H -3.67926 1.67498 0.49738 -0.2 -0.4 0.7
H -2.35343 -0.80190 -1.07183 -0.7 -0.1 0.2
H -3.63675 0.14975 -1.90152 0.1 -0.5 0.4
H -3.10238 -3.77171 -0.44815 -0.2 0.9 -0.2
H -0.18533 -0.89115 -1.25525 0.9 0.2 -0.2
Ca 1.81675 -4.33892 0.82886 1.8 1.1 0.5
C -0.47078 4.68357 3.28510 0.2 -0.8 -1.4
C -1.73698 4.45649 2.48322 -0.4 0.3 0.4
O -1.94194 3.37665 1.97869 0.2 0.0 0.1
C -2.71777 5.58876 2.32691 -0.2 -0.3 -0.5
H 0.11543 3.75953 3.29038 0.0 0.0 0.4
H 0.11973 5.47685 2.82749 0.0 0.2 0.3
H -0.69711 4.95982 4.40403 0.2 -0.4 -0.5
H -2.23873 6.42991 1.82245 0.0 0.1 0.2
H -3.08903 5.90108 3.29950 0.0 0.1 -0.3
H -3.55857 5.25032 1.72311 0.1 -0.1 -0.1
F -3.01906 -2.91411 1.20397 1.0 0.2 0.5
C 2.31576 -1.97981 6.51732 0.3 0.4 0.7
C 1.06108 -2.79226 6.44479 -0.4 0.5 0.2
O 1.04485 -3.21023 5.08354 0.5 -0.5 -0.2
C 2.34507 -3.27541 4.70566 0.2 0.6 0.5
O 2.71829 -3.84820 3.71449 -0.3 -0.3 -1.3
O 3.15248 -2.64335 5.55280 -0.5 -0.5 -0.6
F -0.03470 -2.03530 6.68253 -0.1 -0.2 -0.1
H 2.16708 -0.94369 6.21494 0.0 -0.1 0.0
H 2.76737 -1.99084 7.50532 0.3 0.0 -0.2
H 1.04772 -3.66766 7.09747 -0.2 0.0 -0.1
O 4.64623 -2.87509 -0.80686 -1.2 -0.9 0.8
H 4.69818 -2.21396 -1.50337 -0.3 0.0 -0.1
Be -6.79981 -0.45265 1.66674 0.2 0.1 -0.3
C 0.21085 -1.02467 -6.64259 0.0 0.0 0.0
C 0.61807 0.34706 -7.16755 -0.2 -0.2 0.1
C 1.93384 0.32330 -7.94787 -0.3 0.3 -0.1
C 3.07974 0.00569 -7.09635 -0.2 0.0 -0.3
N 3.97780 -0.24325 -6.42903 0.2 0.0 0.2
H 0.93265 -1.40408 -5.91613 0.0 0.0 -0.1
H -0.75768 -0.96448 -6.14857 0.0 0.0 0.0
H 0.13011 -1.74799 -7.45741 0.0 0.0 0.0
H 0.68761 1.04779 -6.33234 0.1 0.0 -0.1
H -0.17039 0.71601 -7.82731 0.1 0.1 0.0
H 2.09240 1.30405 -8.39917 0.1 0.0 0.1
H 1.86925 -0.39452 -8.76875 0.1 -0.1 0.1
B 5.34405 0.33547 7.70528 0.6 0.2 0.2
F 3.98822 0.16894 7.29951 -0.2 -0.1 -0.1
F 5.38226 1.06764 8.90941 -0.1 -0.2 -0.2
F 5.92320 -0.93990 7.90223 -0.3 0.1 -0.1
F 6.04804 1.02993 6.70054 -0.2 -0.2 0.1
O 2.32375 3.77896 -8.38932 0.1 -0.2 0.0
H 2.64955 3.46984 -9.24129 0.0 0.1 0.0
H 2.97890 3.46161 -7.75748 0.0 0.1 0.0
Br -1.59385 6.24461 5.18288 -0.1 0.9 1.5
```
Forces are in eV/Å.

=====

No. 3
Molecular formula: C16H28Br12O6S3
Method: DFT, wB97M-V/def2-TZVPD

Computed properties:
**Frontier orbital gap**: 9.707 eV
**HOMO level**: -10.20 eV
**Charge**: 0

```
65
Properties=species:S:1:pos:R:3:forces:R:3
C -0.72728 -2.50134 3.54839 0.1 0.2 -0.2
Br -2.46675 -2.67180 4.28318 -0.4 -0.1 0.3
Br -0.65843 -3.25137 1.78556 0.0 -0.2 -0.3
Br 0.64105 -3.20325 4.66451 0.3 -0.2 0.3
H -0.54272 -1.44793 3.43772 0.1 0.2 -0.1
C 0.73019 0.80181 0.56468 0.7 0.3 0.1
Br 1.15166 -0.70735 -0.52057 0.1 -0.2 0.0
Br 2.20198 1.26302 1.72655 0.2 -0.1 0.1
Br -0.86348 0.65069 1.57235 -0.4 -0.1 0.1
H 0.68151 1.63958 -0.10758 -0.4 0.1 -0.1
C 4.55051 0.66040 -1.63968 0.4 0.1 0.2
Br 4.98655 1.45748 -3.32368 -0.1 0.1 -0.1
Br 5.68500 1.34195 -0.22941 0.1 -0.1 0.0
Br 4.66191 -1.25503 -1.74108 -0.1 0.0 0.0
H 3.55175 0.94819 -1.35168 -0.2 -0.1 -0.1
C 1.90922 4.82715 -1.54524 0.1 -0.4 0.1
Br 3.46721 4.16672 -0.62836 0.0 0.0 0.0
Br 0.30796 4.04061 -0.84005 -0.3 0.1 0.1
Br 2.04208 4.48312 -3.42364 0.0 0.1 -0.2
H 1.84394 5.88467 -1.36781 0.0 0.2 -0.1
C -3.93367 2.34273 0.17314 0.1 0.7 0.1
C -4.20829 3.18708 -1.09089 0.5 -0.7 -0.5
C -3.79633 4.58841 -0.81378 -0.6 2.0 0.4
S -4.14940 4.87147 0.93116 -0.2 -0.3 0.2
O -5.39372 5.58532 1.10037 0.2 0.0 -0.2
O -2.96121 5.35016 1.56726 0.7 0.4 0.5
C -4.43451 3.16143 1.36531 -1.4 -0.4 -0.9
H -2.85871 2.20713 0.30864 -0.1 -0.4 -0.4
H -4.49249 1.41610 0.07059 0.4 -0.3 0.2
H -5.25336 3.14562 -1.39735 -0.1 -0.1 0.2
H -3.61846 2.79612 -1.91857 -0.2 -0.1 0.0
H -4.39277 5.38923 -1.26596 -0.2 -0.4 -0.3
H -2.77430 4.89664 -1.01642 0.3 -0.5 0.3
H -5.52735 3.08269 1.34507 0.1 0.1 0.3
H -4.08133 2.88716 2.34922 0.4 0.2 0.1
C 3.29416 -3.23699 1.35180 0.4 -0.8 -1.4
C 3.89524 -2.25931 2.35153 -0.1 1.0 -0.6
C 4.68181 -2.99840 3.40332 0.1 -0.6 0.9
S 4.51138 -4.76724 3.09990 -0.6 -0.5 0.7
O 4.06575 -5.42672 4.31180 0.3 0.3 -0.4
O 5.65872 -5.27111 2.40362 0.5 0.0 -0.2
C 3.17357 -4.63658 1.95262 -1.2 0.6 -0.3
H 3.94294 -3.33424 0.47111 0.2 0.1 0.3
H 2.35914 -2.92249 0.89355 -0.2 0.2 0.5
H 3.12555 -1.61070 2.76769 -0.1 -0.2 0.3
H 4.54562 -1.57231 1.80468 0.0 0.0 0.0
H 4.28758 -2.90957 4.41540 -0.1 0.3 0.0
H 5.74544 -2.78149 3.44102 0.1 0.0 -0.2
H 2.20685 -4.71593 2.45060 0.2 -0.1 0.5
H 3.19224 -5.41243 1.19340 0.4 -0.2 0.1
C -0.94632 -1.53991 -3.51576 2.2 0.2 -0.3
C -1.52357 -2.34377 -2.32379 1.3 0.5 0.2
C -2.81403 -1.70935 -1.95102 -2.8 -1.3 -0.3
S -2.74705 -0.03658 -2.49838 -0.1 0.1 -0.5
O -1.82203 0.69277 -1.68312 0.5 0.6 0.6
O -4.04657 0.51886 -2.77863 0.1 -0.2 0.2
C -1.91041 -0.51085 -4.00089 -1.7 0.1 -0.3
H -0.47367 -2.13359 -4.30395 -0.8 -0.3 -0.1
H -0.05097 -0.97198 -3.21162 -0.3 -0.1 0.5
H -0.86852 -2.17702 -1.47056 0.2 -0.4 -0.1
H -1.57184 -3.40500 -2.53542 -0.3 -0.1 0.0
H -3.24987 -1.91252 -0.97017 0.8 0.7 0.4
H -3.64682 -2.13496 -2.54348 0.3 0.3 -0.3
H -1.54099 0.37590 -4.50381 0.3 0.0 0.1
H -2.75125 -0.89113 -4.59340 0.3 -0.2 -0.2
```
Forces are in eV/Å.